# 1
17
Properties=species:S:1:pos:R:3:forces:R:3:mulliken_charge:R:1 method="wB97M-V/def2-TZVPD" energy_ev=-9437.4340 gap_ev="8.4733 / 7.5537" relative_energy_kcal_mol=129.3 lumo_ev="0.18 / -0.45"
C -1.089726 -1.460969 0.342825 0.0 -0.1 0.0 -1.663
C -0.726646 -0.014430 0.021547 1.5 -0.6 0.0 1.575
C 0.836997 -0.038290 -0.714685 -1.8 0.1 -0.2 -0.864
C 1.735617 0.235698 0.389920 1.3 -0.1 0.1 -0.212
O 2.581783 1.329772 0.363572 -0.4 -0.2 -0.1 -0.489
C -1.773262 0.748888 -0.543387 -1.4 0.4 -1.5 -1.220
O -0.522170 0.785351 1.148314 2.2 -0.2 1.1 -0.581
H -1.296454 -2.020780 -0.577238 0.0 0.1 0.1 0.383
H -0.266707 -1.956860 0.866558 -0.1 0.1 0.0 0.336
H -1.973478 -1.498394 0.986807 0.1 0.0 -0.1 0.387
H 0.824591 0.752155 -1.470062 0.1 0.0 0.1 0.398
H 0.970434 -1.005144 -1.207849 0.0 0.2 0.2 0.295
H 2.239197 -0.592145 0.891249 -0.2 0.2 0.0 0.366
H 0.626326 0.633442 1.269152 -1.8 0.3 0.2 0.346
H 2.223076 1.965983 -0.265748 0.0 0.1 0.0 0.321
H -2.751456 0.324760 -0.775720 0.3 0.0 0.0 0.282
H -1.638130 1.810957 -0.725262 0.1 -0.2 0.1 0.339



# 2
38
Properties=species:S:1:pos:R:3:forces:R:3:mulliken_charge:R:1 method="wB97M-V/def2-TZVPD" total_charge=-1 energy_ev=-39005.3363 gap_ev=6.0219 lumo_ev=1.77
C -3.761368 -0.405179 -2.347974 5.5 1.9 -3.7 -0.234
C -2.747681 -0.125767 -3.146048 -4.2 -1.0 4.1 -0.337
C -1.373963 0.183866 -3.964074 -1.8 -0.4 0.3 -0.483
C -0.257523 -0.900273 -3.520146 -0.1 -0.2 0.2 -0.133
C 1.172976 -0.245387 -3.111982 -0.7 0.5 -0.4 -1.113
Nb 1.652545 -0.548759 -0.864295 4.8 -2.5 -1.8 -0.094
N 3.257268 -1.838318 -1.476993 -2.5 0.3 0.6 -0.791
C 2.198727 -0.887399 1.322863 -0.2 -0.9 2.8 -0.835
C 0.990753 -1.351452 2.271540 -0.8 -2.0 1.4 0.439
O 0.726498 -2.556061 2.624242 1.2 4.4 -1.8 -0.626
C 0.011453 -0.207558 2.908496 -0.4 2.0 0.7 0.438
C -1.542784 -0.449739 2.982889 2.1 3.7 1.4 -0.331
C -2.433123 0.707219 3.566762 3.7 -0.1 -0.5 -0.307
C -1.760226 2.054624 4.051480 1.8 -2.9 -1.2 -0.347
C -0.189857 2.244310 4.001505 -1.9 -2.9 -1.0 -0.397
C 0.731010 1.106898 3.422806 -4.7 0.1 0.4 -0.234
P -0.138030 1.201964 -0.344749 -1.3 0.6 -0.5 0.299
S 0.579632 2.886989 0.401642 0.2 0.4 0.3 -0.507
H -4.536393 -0.485971 -1.513212 1.6 0.1 -1.9 0.341
H -1.064555 1.287359 -3.755431 -0.6 -2.1 -0.3 0.275
H -1.670587 0.090737 -5.085489 0.7 0.2 1.9 0.336
H -0.094565 -1.636716 -4.387781 -0.4 1.0 1.3 0.285
H -0.706753 -1.492482 -2.624617 0.8 1.0 -1.7 0.240
H 2.034217 -0.674153 -3.765514 -1.4 1.0 1.0 0.358
H 1.064601 0.910441 -3.241149 0.6 -1.9 -0.1 0.341
H 0.440846 -1.911883 -0.809167 -1.0 0.2 0.4 0.092
H 2.864890 0.840940 -0.938506 -0.7 0.7 0.2 0.064
H 3.535417 -2.478832 -0.715307 0.0 0.3 -0.9 0.221
H 3.056502 -2.336503 -2.359345 0.6 0.2 0.7 0.217
H 2.974871 -1.762404 1.336349 -1.4 1.3 -0.1 0.345
H 2.732585 0.004225 1.835705 -1.0 -1.2 -1.0 0.209
H -1.936486 -1.456057 2.590718 0.6 1.9 0.7 0.313
H -3.574720 0.516247 3.616120 2.2 0.6 0.0 0.267
H -2.468458 2.885442 4.440169 1.6 -1.5 -0.7 0.277
H 0.235821 3.254140 4.384138 -0.7 -2.1 -0.8 0.263
H 1.872017 1.271727 3.398785 -2.2 -0.5 -0.1 0.186
H -1.228389 0.679660 0.466905 0.4 0.4 -0.8 0.000
H -0.754148 1.577844 -1.612462 -0.1 -0.6 0.9 -0.039



# 3
106
Properties=species:S:1:pos:R:3:forces:R:3:mulliken_charge:R:1 method="wB97M-V/def2-TZVPD" energy_ev=-52405.0113 gap_ev=6.8250 relative_energy_kcal_mol=524.3 lumo_ev=0.16
C -20.707662 17.586606 7.750713 -2.2 -0.7 -0.5 -0.800
O -19.611167 16.722173 7.810872 -0.1 -0.4 1.9 -0.236
H -20.531462 18.651785 7.931634 0.2 -0.2 0.5 0.284
H -21.564085 17.151754 8.376679 1.4 0.9 -0.6 0.216
H -21.017588 17.485288 6.718453 -0.8 0.5 -0.4 0.339
H -18.999939 17.010761 7.171664 1.3 0.4 -1.2 0.173
C -19.238104 11.499108 11.448663 1.9 -6.4 -9.0 -0.159
O -19.432883 10.367165 10.748641 -0.8 2.0 5.0 -0.673
N -19.088388 12.530465 10.635721 -7.2 6.5 -5.8 0.017
N -18.155039 11.794955 12.129472 3.9 -3.1 11.1 -0.044
H -19.288584 12.153958 9.629502 0.8 0.3 2.0 0.440
H -20.085042 12.942857 10.533145 2.0 0.2 0.3 -0.189
H -17.671377 10.935828 12.422287 0.0 -0.5 -0.1 0.345
H -18.455491 12.047180 13.143343 0.6 0.4 -1.7 0.305
C -16.447555 15.069435 12.201177 4.0 5.8 -8.8 0.327
O -15.857636 16.061430 11.353228 -2.7 -3.7 5.9 -0.628
N -16.049973 13.833794 12.001571 16.4 -8.2 2.8 -0.478
N -17.597214 14.546960 11.926716 -15.2 7.0 4.6 0.350
H -15.073164 14.120301 11.664957 0.2 -1.4 0.2 0.250
H -15.689978 13.224622 12.841633 -1.0 1.3 -1.4 0.249
H -18.108102 15.315994 11.460137 -1.1 -0.5 0.1 -0.385
H -18.036611 14.522204 12.980533 0.2 -0.6 -2.9 0.353
C -22.799800 12.703480 11.548197 0.8 -0.3 1.6 -1.465
C -22.421793 13.315305 10.236160 -5.4 6.6 3.0 1.448
C -21.771392 14.722353 10.390523 -0.8 0.3 1.2 -1.438
O -21.512385 12.720836 9.643975 5.1 -6.8 -5.9 1.547
H -21.877027 12.451487 12.180357 -1.1 -0.3 -1.2 -0.011
H -23.489120 11.883640 11.364646 0.4 -0.6 0.3 0.182
H -23.328061 13.366143 12.215915 -0.4 0.6 -0.1 0.480
H -23.340835 13.367124 9.566550 0.4 0.4 0.9 0.181
H -22.440712 15.351477 10.910802 -1.0 1.5 0.2 0.884
H -21.364289 15.165962 9.481383 -0.5 -0.2 -0.2 -0.252
H -20.923437 14.693859 11.074682 0.2 -0.5 0.0 0.259
H -21.777419 12.676708 8.706794 0.7 -0.4 -0.2 -0.986
C -21.619469 11.604853 15.649077 2.1 1.1 0.2 -1.439
C -21.242768 10.287315 14.984754 -6.0 -0.6 4.7 0.566
C -22.544768 9.677555 14.436287 0.1 -0.9 0.0 -1.440
O -20.546899 10.464665 13.947889 5.5 1.3 -6.2 -0.242
H -21.879802 12.441967 14.976729 0.1 -0.7 -0.2 0.237
H -20.807931 11.985416 16.273191 0.5 0.1 -0.3 0.358
H -22.357693 11.543219 16.384085 -1.7 -0.6 0.9 0.474
H -20.768570 9.540022 15.660262 -0.4 0.5 0.5 0.232
H -22.281891 8.642617 14.175102 -0.5 0.2 -0.5 0.473
H -23.063871 10.237996 13.650323 1.1 0.1 -0.6 0.132
H -23.352667 9.636533 15.084569 -1.3 -0.5 2.1 0.487
H -20.650758 9.664618 13.419496 0.6 0.3 -0.7 0.186
C -21.526389 9.605546 7.979930 -0.9 -1.9 -0.6 0.010
C -20.357543 8.568943 7.934161 -8.1 -3.5 4.8 0.194
C -20.891083 7.203232 7.411471 0.2 -0.1 0.3 -1.570
O -19.372459 9.038636 7.362798 8.6 3.2 -6.8 -0.482
H -21.676881 10.088677 6.991722 0.4 -0.1 0.5 -0.065
H -21.468811 10.297967 8.795439 0.4 0.6 0.3 -0.156
H -22.429115 9.007485 8.131856 -0.1 0.3 0.0 0.156
H -19.995927 8.419402 8.938413 -0.6 -0.3 1.0 0.173
H -21.761565 6.957324 8.000642 -0.5 0.0 0.0 0.406
H -20.258829 6.314442 7.532092 0.5 0.5 0.0 0.409
H -21.172569 7.228647 6.356583 -0.1 0.3 -0.1 0.390
H -19.422143 8.880018 6.395781 0.3 0.5 0.6 0.393
C -19.620173 17.239439 12.402009 -1.4 -1.3 -0.1 -1.677
C -19.339332 17.302274 10.891576 -1.4 7.4 4.5 1.029
C -18.361115 18.426060 10.601040 -1.8 2.4 1.0 -1.581
O -18.792517 16.329273 10.346840 3.3 -8.8 -2.9 -0.157
H -18.776641 16.997761 12.984920 1.3 -0.5 0.5 0.394
H -20.428630 16.530055 12.683759 0.6 -0.1 -0.5 0.275
H -19.989407 18.124648 12.876181 -0.1 1.2 -0.5 0.468
H -20.254647 17.438187 10.411086 -2.3 1.2 -0.6 0.063
H -17.359754 18.217446 10.872610 0.9 -0.6 0.6 0.261
H -18.704439 19.364103 11.040812 0.2 0.2 0.3 0.420
H -18.389655 18.627715 9.568246 0.1 0.1 -1.6 0.396
H -18.811530 16.496039 9.409036 0.2 -0.5 -1.0 0.113
C -26.105059 9.068492 7.440580 3.7 0.4 -0.5 -1.791
C -25.279079 10.359450 7.618103 -7.2 0.5 4.7 0.358
C -24.800387 10.572909 9.051171 -0.3 -1.2 0.6 -0.309
O -24.270810 10.472752 6.877356 6.9 -0.5 -6.4 -0.255
H -25.377315 8.293569 7.665074 0.0 -0.6 0.1 0.386
H -26.487286 8.872260 6.468468 -0.5 0.2 -0.9 0.424
H -26.806526 9.062274 8.170389 -2.5 -0.2 2.0 0.489
H -25.932761 11.205448 7.364744 -0.8 0.2 0.5 0.252
H -24.272278 11.519529 9.061240 -0.1 0.3 0.3 -0.356
H -24.011236 9.795077 9.267563 -1.0 0.6 0.1 0.179
H -25.663277 10.531939 9.786723 1.2 0.1 -0.8 0.443
H -24.502820 10.166196 5.984061 0.5 0.2 0.2 0.206
C -19.510468 13.843443 7.470292 -1.2 -1.0 -1.1 -0.194
C -19.313735 12.322514 7.188165 0.7 5.5 -6.6 1.587
C -18.045585 11.978222 6.423986 -0.4 1.4 -0.9 -2.044
O -19.301435 11.670295 8.237216 -0.5 -5.7 7.3 -0.880
H -18.946519 14.351508 6.742355 0.8 1.0 -0.9 0.607
H -19.361364 14.306426 8.424418 0.6 -0.5 0.8 -0.257
H -20.553220 14.048865 7.218661 0.1 0.2 0.1 -0.389
H -20.170112 12.046605 6.601828 -0.7 -0.1 -1.1 -0.366
H -17.944064 10.946870 6.229339 0.0 -1.3 0.0 0.360
H -17.204802 12.335364 6.940953 1.2 0.2 1.3 0.516
H -17.934258 12.477337 5.492207 -0.4 0.5 -1.2 0.485
H -19.399140 10.738524 8.001126 0.3 -0.4 0.7 0.097
C -23.274042 14.844631 6.767323 -0.1 0.1 -1.4 -1.386
C -23.032584 13.444922 6.269647 -2.9 2.5 -5.6 0.621
C -22.175364 13.295390 5.015456 -0.4 3.0 0.1 -1.578
O -22.609968 12.615660 7.131288 2.2 -5.4 5.9 0.062
H -23.851061 15.412803 6.029381 0.0 -0.2 0.0 0.523
H -22.356245 15.372541 6.876889 0.8 0.5 0.5 0.100
H -23.838643 14.830005 7.665010 -0.4 0.0 1.0 0.338
H -24.010476 13.016934 5.943949 -0.3 0.9 -0.2 0.437
H -21.150105 13.611025 5.164355 0.3 0.2 0.3 0.205
H -22.633891 14.032862 4.342770 0.3 -0.7 -0.8 0.500
H -22.135490 12.292870 4.691882 -0.4 -1.1 -0.7 0.380
H -22.990744 11.743889 6.861586 0.6 0.4 1.1 -0.518



# 4
17
Properties=species:S:1:pos:R:3:forces:R:3:mulliken_charge:R:1 method="wB97M-V/def2-TZVPD" energy_ev=-7753.5931 gap_ev="7.4466 / 8.5826" relative_energy_kcal_mol=149.7 lumo_ev="0.20 / 0.96"
C -1.570772 0.738453 -0.683307 1.0 0.5 0.0 -0.557
C 0.717379 -1.457978 -0.456880 0.0 0.0 0.4 -1.001
C 0.331576 1.606261 -0.545432 -1.1 0.1 -0.4 -0.986
N 0.259155 -0.608588 0.632667 1.3 0.4 -0.1 0.326
N -1.789288 -0.347234 0.064140 -0.9 -0.1 -0.2 -0.514
N 1.024419 -0.769747 1.701843 0.2 -0.5 0.2 -0.650
H -2.038361 -0.070782 1.012503 0.0 0.0 -0.1 0.218
H 1.659564 -1.557307 1.808271 -0.2 0.0 0.1 0.214
H 0.738332 -0.275646 2.533059 0.1 -0.1 -0.1 0.189
H -1.517384 0.573285 -1.758089 -0.1 0.0 0.0 0.385
H -1.992128 1.697162 -0.376866 0.0 -0.1 -0.1 0.374
H 0.109412 -1.272477 -1.335417 -0.1 0.1 0.0 0.267
H 1.770219 -1.251884 -0.694752 -0.1 0.0 0.1 0.371
H 0.617640 -2.514777 -0.181043 0.0 0.0 -0.1 0.398
H 0.418624 2.047864 0.442480 -0.1 -0.1 0.0 0.252
H 0.010241 2.331664 -1.290287 0.1 0.2 0.1 0.396
H 1.251372 1.131733 -0.872891 -0.2 -0.3 0.1 0.319



# 5
6
Properties=species:S:1:pos:R:3:forces:R:3:mulliken_charge:R:1 method="wB97M-V/def2-TZVPD" energy_ev=-220073.1448 gap_ev=9.6236 relative_energy_kcal_mol=21.8 lumo_ev=-1.07
O -0.847916 -0.038171 0.177894 0.4 0.6 0.9 -0.387
Si -1.460351 0.362202 -1.266532 0.1 0.0 -0.8 0.618
Br -2.822721 2.124852 -1.046326 0.6 -0.5 -0.2 -0.182
Br -2.748680 -1.468366 -1.680925 0.8 1.0 -0.3 -0.170
Br 0.242018 0.923732 -3.067961 -2.0 -0.8 2.2 -0.238
H -0.919293 0.387151 1.072178 0.0 -0.4 -1.7 0.359



# 6
9
Properties=species:S:1:pos:R:3:forces:R:3:mulliken_charge:R:1 method="wB97M-V/def2-TZVPD" total_charge=-1 energy_ev=-6250.2184 gap_ev=7.1770 relative_energy_kcal_mol=21.2 lumo_ev=4.65
O -2.596635 -1.319981 0.318388 0.0 0.6 0.4 -0.696
H -1.784727 -0.761781 0.475735 0.5 -0.3 -0.5 0.463
O -0.497934 0.382587 0.115848 -0.1 0.3 0.5 -0.842
C 0.746426 0.107353 0.043387 -0.3 0.0 -0.5 -0.018
C 1.791195 0.850111 -0.435248 1.1 -0.8 0.3 -0.860
H 1.014678 -0.915205 0.363386 0.2 -0.2 -0.1 0.228
H 1.773069 1.913206 -0.611837 -0.3 0.2 -0.3 0.281
H 2.772383 0.329703 -0.548997 -0.8 0.5 0.3 0.179
H -3.218451 -0.585997 0.279342 -0.4 -0.2 -0.1 0.265